(1)
DFT (the ωB97M-V functional and the def2-TZVPD basis) results for a molecular structure, C31H57N2OP2PdS at a distorted geometry.

The geometry in XYZ format:
```
95
Properties=species:S:1:pos:R:3:lowdin_charge:R:1
C -2.14 1.37 -2.05 -0.318
C -1.81 -0.95 -1.94 -0.301
C -3.17 1.24 -2.99 -0.020
C -2.97 -1.13 -2.75 -0.007
C -3.63 -0.04 -3.29 -0.041
H -3.59 2.14 -3.43 0.119
H -3.27 -2.14 -2.99 0.118
H -4.48 -0.17 -3.95 0.117
N -1.56 0.32 -1.48 0.039
P -0.63 2.88 -0.18 1.096
P 0.19 -2.71 -0.60 1.138
C -1.58 2.76 -1.75 -0.226
H -0.93 3.06 -2.59 0.096
H -2.43 3.45 -1.77 0.072
C -0.93 -2.07 -1.80 -0.225
H -1.44 -2.94 -2.24 0.074
C 0.99 -4.14 -1.62 -0.629
C -0.40 -3.51 1.07 -0.670
C 0.98 3.83 -0.46 -0.674
C -1.88 3.81 0.87 -0.672
C 2.48 -3.81 -1.45 -0.104
H 2.81 -3.93 -0.40 0.075
H 3.09 -4.48 -2.07 0.095
H 2.69 -2.77 -1.74 0.043
C 0.68 -5.60 -1.25 -0.093
H 0.94 -5.89 -0.23 0.059
H -0.37 -5.86 -1.44 0.079
H 1.29 -6.24 -1.91 0.097
C 0.57 -4.01 -3.09 -0.125
H 1.29 -4.56 -3.71 0.100
H -0.43 -4.43 -3.28 0.089
H 0.56 -2.97 -3.40 0.020
C 0.84 -4.12 1.75 -0.085
H 1.59 -3.33 1.94 0.072
H 0.54 -4.55 2.71 0.099
H 1.33 -4.90 1.16 0.050
C -0.93 -2.39 1.96 -0.141
H -0.13 -1.68 2.19 -0.003
H -1.77 -1.86 1.50 0.079
H -1.28 -2.82 2.92 0.100
C -1.54 -4.51 0.84 -0.090
H -1.23 -5.41 0.30 0.055
H -1.92 -4.83 1.82 0.090
H -2.37 -4.04 0.30 0.084
C -1.29 4.11 2.26 -0.075
H -2.07 4.62 2.84 0.101
H -1.01 3.20 2.81 0.061
H -0.42 4.78 2.21 0.074
C -3.12 2.91 1.02 -0.072
H -3.62 2.73 0.06 0.085
H -2.89 1.95 1.50 0.063
H -3.83 3.44 1.67 0.103
C -2.31 5.13 0.21 -0.076
H -3.06 5.60 0.86 0.102
H -1.48 5.83 0.10 0.056
H -2.78 4.99 -0.77 0.078
C 1.57 3.34 -1.79 -0.112
H 0.98 3.68 -2.65 0.079
H 2.58 3.75 -1.89 0.104
H 1.65 2.25 -1.81 0.038
C 1.95 3.49 0.68 -0.101
H 2.06 2.40 0.82 0.027
H 2.94 3.90 0.44 0.098
H 1.64 3.92 1.64 0.074
C 0.79 5.35 -0.52 -0.088
H 0.06 5.65 -1.29 0.089
H 0.51 5.78 0.45 0.074
H 1.75 5.81 -0.80 0.100
Pd 0.08 0.63 0.05 0.745
C -0.63 0.81 1.78 -0.347
O -1.11 0.78 2.84 0.109
N 1.14 -0.25 -1.44 -0.094
C 1.18 -0.85 -2.48 -0.254
C 2.06 -0.64 -3.79 -0.579
C 1.85 -1.69 -4.86 -0.077
C 1.71 0.72 -4.38 -0.059
C 3.52 -0.64 -3.34 -0.060
H 2.22 -2.67 -4.53 0.067
H 0.79 -1.77 -5.12 0.091
H 2.39 -1.44 -5.77 0.095
H 1.97 1.53 -3.69 0.053
H 2.25 0.88 -5.32 0.093
H 0.64 0.78 -4.59 0.087
H 4.18 -0.31 -4.15 0.091
H 3.66 0.03 -2.49 0.077
H 3.85 -1.64 -3.03 0.071
C 3.78 -0.15 2.23 -0.362
S 1.99 0.01 2.34 0.757
C 1.87 1.05 3.81 -0.355
H 4.06 -0.09 1.17 0.038
H 4.06 -1.13 2.63 0.043
H 4.28 0.65 2.79 0.044
H 2.87 1.16 4.24 0.044
H 1.47 2.04 3.57 0.027
H 1.21 0.56 4.53 0.043
```

2S+1   3
Net charge   +1
HOMO energy (spin up / spin down)   -7.20 / -9.69 eV
Relative energy (zero: lowest compared OMol25 entry of this formula, charge and spin)   411.9 kJ/mol
LUMO (spin up / spin down)   -0.1725 / -0.1524 Ha

(2)
DFT (the ωB97M-V functional and the def2-TZVPD basis) results for 8 unconnected molecules or ions with the total composition C31H59N7O11 at a distorted geometry.

The geometry in XYZ format:
```
108
Properties=species:S:1:pos:R:3:lowdin_charge:R:1
C -4.41 -3.91 -1.62 0.028
C -3.22 -3.01 -1.35 -0.420
C -3.06 -2.57 0.16 -0.100
C -2.50 -3.62 0.95 -0.241
C -1.13 -3.83 0.62 -0.116
C -1.08 -4.56 -0.80 -0.354
N -2.09 -3.90 -1.71 0.095
O -1.64 -3.87 -2.98 0.155
C -1.59 -6.02 -0.65 -0.007
C 0.34 -4.49 -1.45 0.011
C -3.24 -1.73 -2.24 0.036
H -4.21 -4.80 -1.15 0.069
H -4.28 -4.12 -2.64 0.082
H -5.29 -3.50 -1.54 0.062
H -4.11 -2.51 0.37 0.128
H -2.64 -1.59 0.16 0.130
H -2.98 -4.51 1.06 0.097
H -2.46 -3.15 2.01 0.170
H -0.61 -4.32 1.35 0.102
H -0.65 -2.76 0.49 0.169
H -2.17 -6.44 -1.49 0.092
H -2.10 -6.33 0.26 0.086
H -0.69 -6.70 -0.70 0.112
H 0.57 -5.25 -2.21 0.109
H 1.09 -4.33 -0.64 0.104
H 0.44 -3.62 -1.84 -0.003
H -4.28 -1.33 -2.16 0.111
H -3.21 -2.25 -3.38 0.156
H -2.53 -1.05 -2.02 0.025
C -0.04 -0.03 -0.62 -0.923
O 0.28 -0.11 0.48 0.032
O -0.69 1.06 -1.03 0.129
O 0.32 -0.95 -1.45 -0.098
H -0.87 1.52 -0.32 -0.037
C 4.43 0.93 -2.24 -0.047
C 3.09 1.40 -2.96 0.017
C 3.26 2.58 -3.76 -0.027
C 4.55 3.21 -4.16 -0.064
C 5.85 2.59 -3.43 0.111
C 5.65 1.46 -2.46 -0.095
N 4.67 4.45 -4.90 -0.445
O 3.60 4.97 -5.15 0.070
O 5.73 4.88 -4.98 0.126
H 4.29 0.24 -1.35 0.088
H 2.22 0.83 -2.56 0.092
H 2.48 2.90 -4.40 0.080
H 6.81 3.00 -3.62 0.067
H 6.47 1.11 -2.05 0.033
C 4.76 -3.23 -1.06 -0.328
O 5.68 -2.97 -1.82 0.013
N 4.57 -2.52 0.10 -0.153
C 3.27 -2.63 0.87 -0.037
C 5.44 -1.34 0.48 -0.039
H 3.99 -3.81 -1.27 0.078
H 3.45 -2.29 1.93 0.089
H 3.14 -3.72 0.91 0.090
H 2.67 -1.86 0.53 0.048
H 6.08 -1.66 1.30 0.081
H 4.87 -0.50 1.02 0.114
H 6.12 -1.12 -0.24 0.027
C 1.66 6.00 1.97 -0.234
O 2.55 6.90 1.54 -0.130
N 1.64 4.80 1.30 -0.185
C 0.88 3.66 1.92 -0.029
C 2.38 4.48 0.05 0.001
H 1.16 6.15 2.95 0.134
H -0.04 4.12 2.31 0.089
H 1.37 3.13 2.60 0.022
H 0.55 2.92 1.08 0.111
H 1.59 4.71 -0.65 0.105
H 2.69 3.57 0.09 0.003
H 3.33 5.13 0.06 0.125
C -2.91 5.19 -4.01 -0.303
O -2.04 5.79 -3.26 -0.066
N -3.47 4.12 -3.61 -0.152
C -4.42 3.45 -4.43 -0.049
C -3.06 3.22 -2.46 0.025
H -3.15 5.66 -4.82 0.082
H -4.80 4.04 -5.18 0.065
H -5.08 2.87 -3.92 0.067
H -3.71 2.89 -5.02 0.100
H -3.36 2.20 -2.36 0.077
H -3.23 3.79 -1.65 0.051
H -2.04 2.87 -2.58 0.095
C -2.12 1.42 2.26 -0.296
O -2.54 1.92 1.21 -0.019
N -2.90 1.47 3.40 -0.186
C -2.37 0.77 4.69 -0.030
C -4.18 1.99 3.56 -0.142
H -1.04 1.06 2.29 0.131
H -2.49 1.60 5.63 0.146
H -1.31 0.63 4.69 0.033
H -2.86 -0.14 5.02 0.063
H -4.10 3.10 3.78 0.096
H -4.80 1.65 4.50 0.116
H -4.93 1.97 2.66 0.115
C -0.77 -2.24 5.48 -0.381
O -1.54 -2.85 4.83 0.023
N 0.27 -1.49 4.91 -0.204
C 1.32 -0.77 5.67 -0.066
C 0.35 -1.61 3.45 -0.072
H -0.63 -2.29 6.69 0.175
H 2.03 -1.27 6.21 0.028
H 0.70 -0.02 6.34 0.116
H 2.04 -0.11 5.08 0.104
H 1.17 -0.96 2.77 0.150
H -0.69 -1.24 3.00 0.103
H 0.48 -2.59 3.34 0.015
```

Net charge   0
HOMO energy   -7.91 eV
Relative energy (zero: lowest compared OMol25 entry of this formula, charge and spin)   0.0 kJ/mol
LUMO   -0.1532 Ha

(3)
DFT (the ωB97M-V functional and the def2-TZVPD basis) results for 12 unconnected molecules or ions with the total composition C31H60BBr22NO5 at a distorted geometry.

The geometry in XYZ format:
```
120
Properties=species:S:1:pos:R:3:lowdin_charge:R:1
C 3.81 0.49 0.21 -0.034
C 3.92 0.79 -1.36 -0.404
O 4.08 1.99 -1.71 0.024
O 3.89 -0.22 -2.36 -0.052
C 2.77 -1.15 -2.13 -0.094
C 1.34 -0.45 -2.18 -0.221
C 0.34 -0.66 -0.92 -0.085
C -1.02 -0.40 -1.72 -0.081
B -2.45 -0.39 -0.95 -0.439
O -2.46 -0.12 0.50 0.041
N -3.77 -0.62 -1.65 -0.126
C -4.42 0.75 -1.60 -0.143
C -4.62 -1.58 -0.88 -0.149
C -0.76 -1.48 -2.89 -0.304
O -1.48 -2.39 -3.32 0.119
O 0.61 -1.14 -3.25 -0.043
H 3.49 1.44 0.76 0.075
H 4.85 0.17 0.59 0.019
H 3.06 -0.34 0.45 0.075
H 2.83 -1.88 -3.03 0.153
H 2.97 -1.76 -1.19 0.133
H 1.32 0.70 -2.29 0.172
H 0.56 -0.09 0.05 0.125
H 0.29 -1.77 -0.60 0.146
H -0.95 0.62 -2.24 0.159
H -2.09 0.79 0.59 0.076
H -3.60 1.54 -1.77 0.074
H -5.27 0.86 -2.36 0.058
H -4.81 0.90 -0.51 0.012
H -4.13 -2.02 0.05 0.086
H -4.87 -2.45 -1.59 0.086
H -5.64 -1.12 -0.57 -0.015
Br 6.41 1.90 1.83 0.668
C 6.62 3.41 0.61 -0.672
C 6.06 4.68 1.22 -0.681
Br 4.12 4.71 1.14 0.614
H 6.13 3.14 -0.32 0.031
H 7.69 3.50 0.45 0.057
H 6.38 5.55 0.64 0.048
H 6.34 4.82 2.26 0.052
Br 8.96 3.23 -5.04 0.604
C 7.73 3.09 -3.54 -0.696
C 6.87 4.33 -3.41 -0.710
Br 7.88 5.81 -2.63 0.596
H 8.33 2.90 -2.65 0.046
H 7.11 2.22 -3.75 0.061
H 6.04 4.16 -2.73 0.044
H 6.48 4.68 -4.37 -0.004
Br 7.33 -2.43 0.67 0.594
C 8.83 -1.71 1.69 -0.682
C 8.70 -2.05 3.16 -0.697
Br 7.39 -0.92 4.04 0.591
H 8.86 -0.64 1.50 0.042
H 9.71 -2.18 1.26 0.058
H 9.64 -1.86 3.68 0.063
H 8.40 -3.09 3.33 -0.032
Br 2.63 7.50 -8.04 0.601
C 4.45 7.36 -7.36 -0.699
C 4.70 6.01 -6.74 -0.686
Br 3.89 5.87 -4.97 0.638
H 4.60 8.18 -6.66 0.052
H 5.09 7.51 -8.23 0.058
H 5.77 5.85 -6.58 0.054
H 4.31 5.18 -7.34 0.055
Br -7.75 -0.58 0.73 0.684
C -8.59 -2.19 1.44 -0.668
C -7.56 -3.17 1.96 -0.673
Br -6.69 -4.11 0.49 0.646
H -9.21 -2.61 0.65 0.053
H -9.22 -1.84 2.26 0.058
H -8.03 -3.95 2.56 0.059
H -6.77 -2.69 2.54 0.057
Br -7.26 0.86 -4.55 0.625
C -8.49 0.73 -3.04 -0.700
C -9.35 1.97 -2.93 -0.687
Br -8.36 3.46 -2.16 0.588
H -7.89 0.55 -2.15 0.001
H -9.10 -0.14 -3.25 0.059
H -10.18 1.80 -2.25 0.057
H -9.74 2.31 -3.89 0.050
Br 8.36 -5.82 3.85 0.644
C 8.42 -6.71 2.12 -0.681
C 7.06 -6.73 1.47 -0.702
Br 5.91 -8.09 2.27 0.604
H 8.84 -7.70 2.28 0.052
H 9.12 -6.12 1.52 0.057
H 7.14 -7.01 0.42 0.060
H 6.53 -5.78 1.55 0.037
Br -5.43 -7.77 1.12 0.587
C -3.94 -7.05 2.15 -0.686
C -4.08 -7.37 3.62 -0.728
Br -5.40 -6.22 4.47 0.595
H -3.90 -5.98 1.94 0.045
H -3.05 -7.53 1.73 0.059
H -3.14 -7.17 4.14 0.050
H -4.38 -8.40 3.80 -0.033
Br -3.39 -10.60 4.96 0.664
C -1.89 -9.88 5.99 -0.679
C -2.03 -10.21 7.45 -0.697
Br -3.35 -9.05 8.31 0.606
H -1.86 -8.81 5.78 0.045
H -1.01 -10.36 5.57 0.060
H -1.10 -10.01 7.98 0.058
H -2.34 -11.23 7.64 0.052
Br -6.59 5.65 -0.15 0.587
C -6.39 4.56 1.44 -0.667
C -4.94 4.35 1.79 -0.666
Br -4.12 3.03 0.62 0.758
H -6.93 3.63 1.26 0.050
H -6.90 5.11 2.23 0.062
H -4.84 3.94 2.80 0.062
H -4.34 5.26 1.72 0.036
Br -5.94 10.31 -0.50 0.600
C -4.12 10.17 0.19 -0.697
C -3.87 8.82 0.81 -0.698
Br -4.69 8.69 2.57 0.591
H -3.98 11.00 0.88 0.051
H -3.47 10.32 -0.68 0.058
H -2.80 8.66 0.98 0.059
H -4.26 7.99 0.21 0.025
```

Net charge   0
Structure (SMILES)   CC(=O)OC[C@@H]1C[C@H](B(O)N(C)C)C(=O)O1.BrCCBr.BrCCBr.BrCCBr.BrCCBr.BrCCBr.BrCCBr.BrCCBr.BrCCBr.BrCCBr.BrCCBr.BrCCBr
HOMO energy   -8.43 eV
LUMO   0.0033 Ha

(4)
DFT (the ωB97M-V functional and the def2-TZVPD basis) results for 3 unconnected molecules or ions with the total composition C31H60BN4O5.

The geometry in XYZ format:
```
101
Properties=species:S:1:pos:R:3:lowdin_charge:R:1
C 1.11 -2.13 1.86 -0.058
C 2.09 -3.21 1.40 -0.222
O 2.66 -2.99 0.11 -0.135
C 1.76 -3.24 -0.94 -0.121
C 2.24 -2.52 -2.23 -0.284
C 1.70 -3.31 -3.42 -0.230
C 0.32 -3.45 -3.57 -0.020
C -0.15 -4.18 -4.65 -0.040
C 0.77 -4.74 -5.52 -0.041
C 2.12 -4.56 -5.27 -0.094
N 2.58 -3.85 -4.24 0.153
O 3.66 -2.61 -2.19 0.052
C 4.42 -1.60 -2.71 -0.240
O 4.23 -1.44 -4.14 0.043
C 5.08 -2.08 -4.89 -0.330
N 5.83 -2.60 -5.59 0.190
C 4.13 -0.24 -2.05 -0.048
B 5.33 0.07 -1.02 -0.444
O 5.29 -0.72 0.08 0.185
C 6.43 1.16 -1.28 -0.128
C 6.01 2.33 -2.18 -0.095
N 2.81 -0.33 -1.35 0.025
C 2.36 0.99 -0.78 -0.059
C 2.68 1.15 0.71 -0.220
N 1.65 1.99 1.30 0.025
C 1.77 -1.05 -2.19 -0.092
C 1.49 -0.32 -3.50 -0.147
O 0.68 0.79 -3.18 -0.193
C 0.12 1.39 -4.34 -0.065
H 0.53 -1.71 1.03 0.070
H 0.38 -2.56 2.55 0.086
H 1.62 -1.32 2.38 0.063
H 1.61 -4.20 1.42 0.126
H 2.93 -3.26 2.09 0.127
H 1.69 -4.31 -1.15 0.153
H 0.75 -2.90 -0.68 0.124
H -0.36 -3.01 -2.86 0.127
H -1.21 -4.31 -4.82 0.117
H 0.46 -5.32 -6.38 0.112
H 2.86 -5.00 -5.92 0.119
H 5.46 -1.90 -2.55 0.182
H 4.07 0.51 -2.84 0.146
H 6.16 -0.92 0.46 0.136
H 6.78 1.50 -0.30 0.113
H 7.27 0.64 -1.76 0.124
H 6.14 2.07 -3.23 0.084
H 4.96 2.60 -2.05 0.060
H 6.62 3.21 -2.00 0.082
H 2.99 -0.96 -0.55 0.149
H 2.83 1.78 -1.38 0.134
H 1.29 1.08 -0.93 0.112
H 3.67 1.60 0.81 0.119
H 2.75 0.18 1.21 0.102
H 1.97 2.95 1.38 0.088
H 1.42 1.70 2.24 0.083
H 0.85 -0.99 -1.60 0.164
H 2.40 0.01 -4.00 0.129
H 0.97 -0.99 -4.19 0.137
H 0.88 1.55 -5.11 0.097
H -0.69 0.77 -4.74 0.097
H -0.29 2.36 -4.04 0.093
C -5.52 4.65 0.83 -0.106
C -4.87 3.44 0.16 -0.266
C -3.94 2.66 1.09 -0.229
C -2.74 3.45 1.61 -0.225
C -1.83 4.04 0.53 -0.261
C -1.19 2.96 -0.34 -0.125
H -4.77 5.38 1.15 0.066
H -6.20 5.16 0.15 0.071
H -6.09 4.35 1.71 0.077
H -4.33 3.77 -0.73 0.097
H -5.65 2.77 -0.18 0.105
H -3.59 1.77 0.57 0.100
H -4.51 2.31 1.95 0.091
H -2.14 2.79 2.25 0.101
H -3.09 4.26 2.26 0.105
H -1.04 4.62 1.02 0.103
H -2.38 4.75 -0.09 0.101
H -0.60 2.28 0.27 0.038
H -0.51 3.41 -1.08 0.067
H -1.94 2.39 -0.89 0.066
C -6.46 -2.19 4.73 -0.111
C -5.76 -1.42 5.84 -0.269
C -5.59 0.07 5.54 -0.225
C -4.73 0.38 4.31 -0.237
C -3.32 -0.19 4.35 -0.272
C -2.47 0.35 5.50 -0.109
H -5.89 -2.16 3.80 0.062
H -6.59 -3.24 5.00 0.070
H -7.45 -1.78 4.53 0.076
H -4.79 -1.88 6.05 0.097
H -6.35 -1.52 6.76 0.106
H -5.17 0.56 6.42 0.103
H -6.58 0.52 5.39 0.112
H -4.67 1.47 4.20 0.100
H -5.24 0.01 3.41 0.101
H -2.83 0.05 3.40 0.093
H -3.35 -1.28 4.41 0.097
H -2.39 1.44 5.44 0.074
H -1.46 -0.06 5.47 0.064
H -2.90 0.10 6.47 0.068
```

Net charge   +1
HOMO energy   -12.40 eV
Relative energy (zero: lowest compared OMol25 entry of this formula, charge and spin)   0.0 kJ/mol
LUMO   -0.0794 Ha

Number 1: energy -2608.493236 hartree. Number 2: energy -2426.773598 hartree. Number 3: energy -58301.284945 hartree. Number 4: energy -1837.034174 hartree.